# 1
A structure of composition C21H31FeN4O3S2, computed with wB97M-V/def2-TZVPD.

Spin multiplicity: 5
E_LUMO (alpha / beta) in hartree: -0.106 / -0.105
E_HOMO (alpha / beta) in eV: -10.4 / -10.4
Strongest force on any atom in eV Å⁻¹: 0.31
Charge: +1

Cartesian coordinates (Å):
Fe: -0.441 -0.426 0.927
C: 2.892 0.070 0.910
O: 1.764 -0.603 1.461
C: 1.961 -1.189 2.740
C: 1.158 -0.408 3.736
O: -0.176 -0.409 3.236
C: -1.083 0.388 3.997
C: -2.348 0.452 3.198
O: -1.990 0.928 1.909
C: -2.768 2.005 1.400
H: 3.722 -0.629 0.797
H: 3.201 0.907 1.541
H: 2.602 0.445 -0.068
H: 3.017 -1.208 3.012
H: 1.586 -2.213 2.682
H: 1.516 0.624 3.816
H: 1.202 -0.873 4.725
H: -0.661 1.390 4.128
H: -1.255 -0.057 4.980
H: -3.075 1.107 3.682
H: -2.784 -0.545 3.093
H: -3.828 1.752 1.419
H: -2.460 2.165 0.370
H: -2.593 2.914 1.980
N: -2.522 -3.062 -1.906
C: -1.918 -2.054 -1.252
S: -2.270 -1.903 0.451
N: -1.189 -1.245 -1.984
N: -0.580 -0.282 -1.249
C: -0.224 0.801 -1.836
C: -0.436 1.098 -3.276
C: 0.109 0.280 -4.261
C: -0.091 0.578 -5.600
C: -0.849 1.684 -5.965
C: -1.403 2.497 -4.986
C: -1.190 2.208 -3.646
C: 0.390 1.814 -0.945
C: 1.016 2.954 -1.436
C: 1.542 3.872 -0.544
C: 1.431 3.639 0.819
C: 0.810 2.474 1.225
N: 0.307 1.583 0.372
H: -3.240 -3.591 -1.447
H: -2.457 -3.083 -2.910
H: 0.680 -0.594 -3.975
H: 0.339 -0.059 -6.362
H: -1.010 1.910 -7.010
H: -2.002 3.354 -5.265
H: -1.623 2.845 -2.881
H: 1.084 3.109 -2.503
H: 2.033 4.765 -0.909
H: 1.818 4.338 1.547
H: 0.705 2.237 2.279
C: 2.373 -4.004 -0.141
S: 0.715 -3.374 0.184
C: 0.181 -4.575 1.416
H: 2.319 -4.985 -0.611
H: 2.959 -4.069 0.777
H: 2.857 -3.311 -0.828
H: 0.898 -4.634 2.236
H: 0.063 -5.560 0.964
H: -0.784 -4.239 1.790

---

# 2
A structure of composition C18H24N4O6Pd in a non-equilibrium geometry, computed with wB97M-V/def2-TZVPD.

E_LUMO (alpha / beta) in hartree: -0.012 / -0.012
E_HOMO (alpha / beta) in eV: -4.8 / -4.8
Strongest force on any atom in eV Å⁻¹: 2.57

Cartesian coordinates (Å):
Pd: -0.306 0.334 -0.417
O: 0.563 -2.326 -6.984
C: -0.699 -1.818 -6.599
C: -0.617 -1.270 -5.201
C: -1.733 -0.678 -4.623
C: -1.632 -0.193 -3.335
N: -0.510 -0.261 -2.621
C: 0.569 -0.820 -3.169
C: 0.547 -1.339 -4.460
C: 1.795 -0.847 -2.324
C: 3.006 -1.346 -2.776
C: 4.113 -1.335 -1.937
C: 5.431 -1.886 -2.423
O: 5.300 -3.170 -3.011
C: 3.964 -0.817 -0.663
C: 2.724 -0.329 -0.280
N: 1.670 -0.350 -1.087
H: 0.496 -2.687 -7.872
H: -1.464 -2.602 -6.621
H: -1.025 -1.016 -7.271
H: -2.668 -0.593 -5.163
H: -2.476 0.275 -2.846
H: 1.418 -1.798 -4.899
H: 3.109 -1.756 -3.771
H: 6.156 -1.889 -1.605
H: 5.826 -1.244 -3.212
H: 4.973 -3.782 -2.343
H: 4.793 -0.790 0.033
H: 2.555 0.089 0.705
O: 0.928 0.367 3.857
C: 0.581 0.312 2.713
O: 0.490 1.002 1.693
C: -0.459 -2.005 2.410
O: 0.035 -2.524 3.330
O: -1.110 -1.789 1.450
C: -2.966 3.606 2.894
C: -3.175 2.207 2.324
C: -4.620 2.044 1.862
C: -2.839 1.165 3.395
N: -2.288 2.136 1.144
N: -2.271 0.870 0.481
H: -3.600 3.759 3.769
H: -3.206 4.362 2.146
H: -1.927 3.742 3.204
H: -5.303 2.195 2.700
H: -4.805 1.041 1.470
H: -4.854 2.773 1.085
H: -3.490 1.299 4.261
H: -1.806 1.262 3.732
H: -2.990 0.139 3.047
H: -1.331 2.295 1.445
H: -3.065 0.842 -0.146
H: -2.350 0.087 1.131

---

# 3
A cluster of 2 separate species, C8H8N2O in total in a non-equilibrium geometry, computed with wB97M-V/def2-TZVPD.

SMILES: C1=NCn2cccc21.C#CO
E_LUMO in hartree: 0.016
E_HOMO in eV: -8.7
Strongest force on any atom in eV Å⁻¹: 4.20

Cartesian coordinates (Å):
C: 3.162 0.665 0.286
C: 2.036 1.454 -0.086
C: 2.759 -0.652 0.363
C: 1.004 0.559 -0.248
C: 0.239 -1.548 0.103
C: -0.370 0.511 -0.550
C: -3.795 0.174 -0.092
C: -4.267 1.262 0.167
N: -0.803 -0.670 -0.374
N: 1.440 -0.695 0.061
O: -3.335 -1.029 -0.244
H: 4.202 0.834 0.521
H: 2.149 2.557 -0.136
H: 3.199 -1.501 0.664
H: 0.434 -2.365 -0.475
H: -4.343 2.254 0.529
H: -0.182 -1.947 1.019
H: -1.081 1.197 -0.984
H: -2.448 -1.060 -0.524

---

# 4
A structure of composition AsF6H30O15, computed with wB97M-V/def2-TZVPD.

E_LUMO in hartree: 0.080
E_HOMO in eV: -7.8
Strongest force on any atom in eV Å⁻¹: 0.62
Charge: -1

Cartesian coordinates (Å):
As: -0.352 0.135 0.078
F: 1.004 1.183 0.279
F: 0.430 -1.015 1.065
F: -1.635 -1.003 -0.139
F: -1.235 1.267 -0.893
F: 0.367 -0.440 -1.408
F: -1.034 0.853 1.530
O: -2.187 4.293 0.199
H: -1.665 3.929 0.923
H: -1.655 4.109 -0.582
O: 3.433 -1.683 1.823
H: 2.608 -2.138 2.026
H: 3.202 -0.743 1.862
O: -2.030 -3.329 1.792
H: -2.724 -2.779 2.163
H: -1.847 -2.943 0.921
O: 1.960 2.023 -2.595
H: 1.095 1.667 -2.353
H: 1.770 2.882 -2.987
O: -4.323 -3.183 -1.167
H: -3.360 -3.278 -1.263
H: -4.647 -3.039 -2.059
O: 2.183 -2.617 -2.907
H: 2.747 -1.841 -2.852
H: 1.297 -2.281 -2.711
O: 0.747 -3.809 2.469
H: 1.133 -4.440 1.855
H: -0.199 -3.780 2.245
O: -0.618 -1.985 -3.302
H: -0.804 -1.318 -2.626
H: -0.989 -1.624 -4.111
O: 3.109 1.032 2.777
H: 2.420 1.593 2.404
H: 2.894 0.969 3.712
O: -0.552 -0.657 4.099
H: -0.246 -0.405 3.219
H: -1.159 0.045 4.348
O: -1.638 -3.752 -0.902
H: -0.814 -3.272 -1.045
H: -1.367 -4.653 -0.706
O: 0.929 4.406 -0.178
H: 0.572 4.091 0.665
H: 1.300 3.608 -0.568
O: -0.341 3.348 2.156
H: -0.873 2.553 1.969
H: 0.006 3.200 3.040
O: 3.912 3.017 -0.813
H: 3.803 3.972 -0.779
H: 3.072 2.683 -1.168
O: -2.308 1.609 -3.443
H: -2.230 1.507 -2.485
H: -3.159 2.034 -3.575

---

We obtain relative energy (zero: lowest compared OMol25 entry of this formula, charge and spin) values of 0.005; 2.819; 4.877; 0.900 eV for the records listed above, in that order.